(1)
Computed, not measured: a 7-piece molecular cluster, C16H49ClO25P5 overall, with the ωB97M-V functional and the def2-TZVPD basis.

```
96
Properties=species:S:1:pos:R:3:forces:R:3
Cl -0.4059 1.4765 -0.1178 -1.2463 0.1882 -1.6741
O -0.8663 1.8431 -1.4534 0.5362 -0.5724 -0.0308
O -1.0930 0.2894 0.3112 -0.8436 -0.1384 0.5447
O 0.9827 1.1484 -0.1081 1.1767 0.4957 -0.0405
O -0.7124 2.6284 0.6852 0.3771 -0.0668 1.1306
C 2.6405 -6.2059 3.6485 0.7456 0.7524 0.6913
O 1.6798 -5.5863 2.7863 -1.1402 -0.1051 -0.2248
P 1.0750 -4.1146 3.0663 0.3798 -0.4380 -0.3526
O 2.0734 -3.2873 3.7615 -0.9437 -0.0231 0.0896
O -0.3476 -4.2910 3.8195 1.6481 0.5978 0.0934
C -1.3350 -5.2583 3.4827 0.1180 0.2453 -0.2843
O 0.6660 -3.6249 1.5873 1.2970 -3.1859 1.9800
C 0.0891 -2.3943 1.4672 -1.2472 2.8469 -1.5834
H 3.6302 -5.8327 3.3855 -0.0081 -0.0020 -0.0539
H 2.6852 -7.2949 3.6330 -0.6680 0.0491 -0.8367
H 2.4902 -5.9678 4.7015 -0.2541 0.3463 -0.0244
H -2.1692 -4.7504 2.9988 0.0193 -0.0376 -0.0784
H -1.6834 -5.6762 4.4272 0.0762 -0.2858 -0.2136
H -0.8946 -5.9849 2.8000 -0.2938 -0.2956 0.1860
H 0.7854 -1.7254 0.9612 0.0263 0.1627 0.1282
H -0.2814 -1.8652 2.3452 0.2873 -0.4569 0.4732
H -0.7660 -2.4720 0.7958 -0.0577 -0.0741 -0.0333
C 7.6317 3.2915 2.8541 0.2600 0.4866 0.2414
O 6.5956 3.4604 1.9003 -0.6786 -0.5765 -1.1288
P 6.3445 2.3916 0.6942 -0.4248 0.2914 -0.3840
O 7.5565 2.1387 -0.1349 -1.6246 0.3216 0.8663
O 5.0100 2.9832 -0.0548 2.2115 -0.7340 1.6943
C 3.8384 3.2290 0.7557 -1.2944 0.4734 -0.4304
O 5.7447 1.0811 1.4296 0.3447 1.6030 -0.6783
C 6.5423 -0.0519 1.6940 0.0517 -0.5776 0.4118
H 8.3281 4.1275 2.7888 0.1170 -0.0287 -0.4143
H 8.1931 2.3659 2.7265 -0.1507 -0.0594 0.0919
H 7.2066 3.4028 3.8516 -0.1756 -0.5218 0.0017
H 3.5145 4.2577 0.5978 0.4223 0.1783 0.0362
H 3.9054 3.0643 1.8311 0.5863 -0.2144 -0.1767
H 3.0008 2.6501 0.3666 0.2710 -0.4320 0.0139
H 6.6035 -0.1576 2.7772 -0.1578 -0.2641 0.0486
H 7.5693 0.0053 1.3331 -0.1592 0.2106 -0.4061
H 6.0080 -0.8866 1.2403 0.3449 -0.1867 0.1671
C -6.5040 2.8622 -0.5199 -1.2477 -0.9535 -1.7784
O -5.8421 2.0501 0.4358 -0.0860 0.6117 1.0241
P -6.3967 1.8937 1.9222 0.4578 -1.7635 0.2017
O -7.7750 1.3861 2.1091 1.1930 0.4623 -0.1222
O -5.2203 0.9906 2.5729 -1.8115 0.8638 -1.0573
C -3.9037 1.0779 2.0183 1.0716 -0.7347 0.6601
O -6.1137 3.3103 2.5204 -0.5884 1.3927 0.8140
C -6.9367 3.9089 3.5326 -0.2790 1.1801 -0.1374
H -5.9150 3.6135 -1.0460 0.6660 -0.2527 0.5537
H -7.4529 3.3401 -0.2768 0.1391 -0.0252 1.0595
H -6.8152 2.1044 -1.2389 0.0254 0.3980 -0.6353
H -3.2466 1.1359 2.8860 0.1702 0.0957 -0.1607
H -3.6809 1.9091 1.3493 -0.3999 -0.0328 0.1375
H -3.6985 0.1270 1.5267 0.0688 0.1777 -0.2177
H -7.9773 3.5844 3.5285 0.3086 -0.7978 0.1086
H -7.0465 4.9735 3.3261 0.3908 0.1186 -0.4954
H -6.4682 3.9139 4.5167 0.0142 -0.7625 -0.0590
C 5.3118 -4.1977 -3.2164 1.0016 -0.5450 0.0454
O 4.0237 -3.6783 -2.9350 -0.4555 0.5428 0.7040
P 3.3076 -3.8812 -1.5042 -1.1084 -1.1548 0.1003
O 3.1607 -5.3417 -1.1780 0.3070 2.6496 0.0072
O 1.8670 -3.1206 -1.6392 1.8553 -2.3640 -0.3028
C 1.7582 -1.7729 -2.0302 0.5825 1.3439 0.7675
O 4.1861 -2.9482 -0.4893 -0.3721 -0.3896 -2.8108
C 3.8423 -2.8438 0.8454 0.2455 -0.8098 2.5104
H 5.5808 -5.0659 -2.6148 -0.3024 0.0839 0.4198
H 6.0942 -3.4484 -3.0960 -0.2146 0.2346 0.2126
H 5.4153 -4.5717 -4.2350 -0.7061 0.3099 -0.2063
H 2.6000 -1.4291 -2.6313 -0.0906 -0.2268 -0.3463
H 1.8263 -1.2054 -1.1021 -0.3963 0.4668 -0.1722
H 0.8084 -1.5835 -2.5305 0.1177 -0.2304 0.0935
H 3.3968 -1.9224 1.2206 -0.5635 0.1905 -0.9121
H 4.7540 -2.8823 1.4415 0.3080 -0.2432 -0.1198
H 3.2638 -3.7127 1.1592 -0.2427 0.1916 0.0670
C -4.0932 -1.1007 -6.0276 0.5723 -0.8714 0.1324
O -5.1735 -0.2612 -5.6616 -0.1883 1.7577 2.1355
P -5.0540 0.7453 -4.3502 0.6941 0.5331 -0.7367
O -6.2777 1.5510 -4.0330 1.8631 -1.5047 -0.5290
O -3.7326 1.6632 -4.7713 -1.6325 -2.0108 -0.2044
C -3.6158 2.9571 -4.2557 -0.0270 1.4022 0.1862
O -4.4651 -0.2310 -3.2099 -0.6441 0.2518 -0.7481
C -4.2913 0.1393 -1.8341 -0.2827 0.9618 0.9629
H -4.4656 -2.1206 -6.1240 -0.2116 0.0299 -0.0559
H -3.3119 -1.1517 -5.2693 0.0025 0.2791 0.0036
H -3.6522 -0.8206 -6.9842 -0.1526 0.3507 0.0689
H -2.8904 2.9876 -3.4427 -0.3356 -0.1083 0.3550
H -4.6083 3.3452 -4.0265 0.0916 -0.0005 0.6119
H -3.2394 3.6656 -4.9935 0.1850 -0.3916 -0.4906
H -3.3338 -0.1867 -1.4279 0.0286 -0.1688 -0.4993
H -5.0915 -0.2004 -1.1766 -0.1803 -0.7342 -0.4524
H -4.3636 1.2104 -1.6456 0.3587 0.2611 -0.5927
C -0.0692 5.2852 -2.1603 -0.4554 0.4228 -0.3271
O -0.0767 5.2282 -0.7676 0.1961 -0.0667 0.6376
H 0.4296 6.2140 -2.4372 0.5527 -0.2517 -0.3588
H 0.3351 4.3688 -2.5902 0.3028 0.2793 -0.2647
H -1.0774 5.4160 -2.5534 -0.3857 -0.2304 -0.0427
H 0.0791 4.3135 -0.5215 -0.3385 -0.1907 0.4145
```
Forces are in eV/Å.

As for the charge: -1. For the LUMO energy, the calculation gives 0.084 Ha. The frontier orbital gap is 9.44 eV. The value obtained for the relative energy (zero: lowest compared OMol25 entry of this formula, charge and spin) is 1.452 eV.



(2)
Computed, not measured: a 7-piece molecular cluster, C16H50N3O10 overall, with the ωB97M-V functional and the def2-TZVPD basis.

```
79
Properties=species:S:1:pos:R:3:forces:R:3
N -0.1584 -1.1838 0.6120 0.6535 -1.0297 -0.4145
H -0.7109 -1.6258 -0.1087 -0.2756 -0.7616 0.0771
H 0.5838 -1.7409 1.0107 0.6387 -0.9324 -0.4714
H -0.6651 -0.9619 1.4570 -1.5339 1.1173 0.8799
H 0.3298 -0.4209 0.1651 0.5052 1.0493 -0.4305
C 2.8053 -3.1185 0.6629 1.1352 0.5566 -0.4736
C 2.1986 -3.1521 -0.7391 0.1395 0.7291 0.1437
O 0.9458 -3.7413 -0.6937 -1.3920 -0.9263 0.2654
O 2.3335 -2.0269 1.4647 -0.7140 0.0994 -0.1761
H 3.8595 -2.8840 0.5149 0.3120 -0.5049 -0.0423
H 2.6946 -4.0383 1.2373 -0.0934 -0.2305 -0.4693
H 2.8411 -3.6254 -1.4816 0.3753 -0.3982 0.4039
H 2.0484 -2.1500 -1.1408 0.4765 0.5804 0.3266
H 0.6888 -4.0658 -1.5599 0.0171 -0.0072 -0.0474
H 2.5953 -2.1939 2.3731 0.0456 -0.0010 0.1059
C -4.8521 -1.6927 -0.5509 -0.2215 1.2054 0.3456
C -3.3986 -1.1996 -0.5544 -3.0858 1.8100 0.2404
O -2.5351 -2.2082 -0.7274 2.1730 -2.2236 -0.2659
O -5.2828 -2.1311 0.7445 0.3640 -0.4256 -1.0583
H -5.0467 -2.4994 -1.2577 0.4371 -0.0426 -0.3653
H -5.4948 -0.8698 -0.8638 -0.0781 0.2219 -0.0341
H -3.2702 -0.6792 0.3948 0.3792 -0.0792 0.0712
H -3.2837 -0.4819 -1.3666 -0.1342 0.4821 -0.0883
H -2.8334 -2.6031 -1.5500 0.4976 -0.6269 -0.1009
H -5.6456 -2.9736 0.4614 -0.3659 -0.3255 1.1857
C -1.9708 3.3652 -0.9561 0.7703 0.2875 -0.3040
C -2.3498 2.1664 -0.0979 0.4081 0.8813 -1.0769
O -1.7558 2.2295 1.1909 -0.6391 -0.2469 0.0896
O -2.6826 4.5986 -0.8069 -0.2646 -0.9428 0.0550
H -1.9880 3.0636 -2.0034 -0.0923 -0.1869 -0.0729
H -0.9332 3.6086 -0.7275 0.4458 -0.2231 -0.0137
H -1.9220 1.2998 -0.6021 0.2046 -0.1273 0.0062
H -3.4266 2.0287 -0.1954 -0.2969 0.0664 0.9934
H -1.5009 3.1325 1.3937 -0.2196 0.2163 -0.0015
H -2.7682 4.8944 -1.7162 -0.3087 0.4799 0.1631
C -1.2836 -0.2196 -3.7377 1.3175 -2.3472 -1.9405
C -0.8402 -0.8507 -5.1171 -1.8414 -2.0628 0.7484
O 0.3192 -1.6869 -5.0456 0.6162 1.1352 0.4739
O -0.5788 0.9476 -3.6106 -0.1848 2.7104 0.8350
H -1.0471 -0.8191 -2.8586 0.1547 -0.8869 -0.1609
H -2.3733 -0.1933 -3.7423 -0.0365 1.1422 -0.1804
H -0.8725 -0.1173 -5.9228 0.6202 0.4279 0.2892
H -1.5833 -1.5825 -5.4336 -0.7766 0.2194 0.1357
H 0.7625 -1.6623 -5.8967 0.1052 -0.0305 -0.0450
H 0.2948 0.8805 -4.0029 -0.0156 -0.2442 -0.1419
C 1.8078 2.0884 0.6046 0.5330 -0.3308 0.4404
C 1.9968 1.6019 -0.8161 2.4862 -0.6065 -0.0860
C 3.5170 1.0596 -1.0319 -0.5113 1.6272 -0.2028
O 3.7088 0.6435 -2.3566 -0.5869 -0.9109 -1.2177
C 4.9353 -0.0420 -2.7087 -0.5760 1.2411 0.7039
N 1.1105 0.4902 -1.1168 -0.3999 0.3568 -0.3431
H 2.1036 1.2816 1.2751 -0.3660 -0.3232 0.1330
H 0.7789 2.3830 0.8112 0.0228 -0.0735 -0.0174
H 2.4836 2.8829 0.9209 -0.0822 0.3521 -0.5023
H 1.7162 2.3764 -1.5299 0.8612 0.4619 -0.0696
H 3.8030 0.2877 -0.3175 -0.4453 -0.3240 0.2332
H 4.2156 1.8844 -0.8915 -0.0466 0.3727 0.5154
H 5.0917 -0.8717 -2.0194 0.1053 -0.2557 -0.2578
H 5.7676 0.6586 -2.6404 0.1932 0.0499 0.3240
H 4.9013 -0.3066 -3.7656 -0.4331 -0.3548 0.2660
H 0.3025 0.9856 -1.4659 -0.8593 -0.2816 -0.0094
H 1.4590 0.1195 -1.9893 0.3263 -0.6033 -0.2196
C -0.1843 -1.1855 4.2423 1.9002 -1.0993 1.6858
C -0.9589 0.0174 3.9591 -0.6289 0.2771 0.3746
C -0.1218 1.3037 3.9403 0.4317 -0.6202 0.9081
O 0.5083 1.5738 5.2187 -0.6230 -0.4516 -0.6541
C 1.4151 2.6691 5.1262 -0.5081 -0.1184 0.6111
N -1.5800 -0.2847 2.6635 -0.2939 1.0833 0.4020
H 0.6370 -1.1914 3.5256 0.2154 -0.2539 -0.0458
H -0.6656 -2.1633 4.2211 -0.5237 0.2419 -0.3268
H 0.2550 -1.1337 5.2385 0.2351 0.0590 0.0480
H -1.7692 0.2123 4.6617 0.1131 -0.1559 0.4997
H -0.8760 2.0439 3.6730 0.5480 0.7777 -0.1911
H 0.7278 1.1974 3.2658 -0.3390 0.2199 -0.7764
H 1.9497 2.7956 6.0677 -0.1892 -0.4011 0.1473
H 0.8270 3.5796 5.0117 0.2595 0.2585 -0.5497
H 2.1802 2.5019 4.3681 -0.1611 0.1819 -0.3855
H -1.9298 0.6027 2.3311 -0.5194 0.0937 -0.5800
H -2.3602 -0.8776 2.9083 -0.3600 -0.0944 -0.3168
```
Forces are in eV/Å.

As for the charge: +1. For the LUMO energy, the calculation gives -0.071 Ha. The frontier orbital gap is 10.23 eV. The value obtained for the relative energy (zero: lowest compared OMol25 entry of this formula, charge and spin) is 2.302 eV.



| no. | HOMO energy (eV) |
| --- | --- |
| 1 | -7.15 |
| 2 | -12.15 |